DFT (ωB97M-V with the def2-TZVPD basis set) results for a cluster of 12 separate species, C47H81Cl4N10O6S in total at a distorted geometry.

Results
**Kohn-Sham gap**: 6.58 eV
**Calculated total energy**: -138161.5223 eV
**Total charge**: -1
**LUMO level**: 1.53 eV
**HOMO level**: -5.051 eV

Geometry as XYZ:
```
149
C47H81Cl4N10O6S | OMol25 | ωB97M-V with the def2-TZVPD basis set
C 0.1474 -2.0118 1.6955
O -0.1088 -0.8253 1.0021
C -0.2577 0.2819 1.8933
C -0.4890 1.5940 1.1544
N -1.3032 1.4104 -0.0961
H -1.0874 2.1572 -0.7818
H -1.0622 0.5820 -0.6565
C -2.7889 1.2372 -0.0067
C -3.1849 0.7119 -1.3983
O -2.3343 -0.3851 -1.6749
C -2.2912 -0.7030 -3.0632
H 0.2035 -2.9106 1.0708
H -0.6394 -2.3271 2.3898
H 1.1425 -2.0258 2.1517
H 0.5287 0.3869 2.6425
H -1.1917 0.0406 2.4129
H 0.3626 2.1290 0.7407
H -1.1179 2.1872 1.8184
H -3.2559 2.2077 0.1486
H -3.0483 0.4903 0.7390
H -3.0189 1.4868 -2.1513
H -4.2305 0.3922 -1.4046
H -1.9052 0.1656 -3.6036
H -3.3096 -0.9207 -3.3981
H -1.6537 -1.5546 -3.2864
S -0.0943 3.8491 -2.3184
O 1.0447 4.0509 -3.2292
O 0.3262 3.9927 -0.9159
O -1.1048 4.8575 -2.6696
O -0.6686 2.4839 -2.5072
C -3.6671 -1.7334 3.2303
C -4.2039 -3.0716 2.7540
N -3.3301 -3.8715 1.8862
C -2.8823 -3.1181 0.7179
C -4.0713 -2.7582 -0.1834
C -3.9305 -5.2112 1.6616
C -2.9202 -5.9530 0.8026
H -2.6198 -1.7889 3.5252
H -4.1859 -1.3800 4.1218
H -3.8088 -0.9768 2.4522
H -4.1953 -3.6344 3.7050
H -5.2511 -3.2371 2.4665
H -2.3439 -2.2312 1.0405
H -2.1842 -3.6732 0.0887
H -4.7400 -2.0599 0.3477
H -3.8876 -2.1368 -1.0622
H -4.8000 -3.5341 -0.4264
H -4.9381 -5.2034 1.2368
H -3.9073 -5.6165 2.6732
H -2.8785 -5.5971 -0.2253
H -3.1903 -7.0132 0.8651
H -1.8826 -5.9309 1.1375
C 6.1574 -0.4198 -0.7671
C 5.8897 -0.0070 0.7150
N 5.6088 1.4057 0.9891
C 6.8054 2.2790 0.9009
C 7.7864 2.0717 2.0431
C 4.4678 2.0364 0.3338
C 3.3140 1.0897 0.0412
H 7.1679 -0.8334 -0.7502
H 6.2637 0.4785 -1.3794
H 5.4557 -1.1071 -1.2304
H 5.0628 -0.4445 1.2703
H 6.8121 -0.2359 1.2472
H 7.1957 2.0273 -0.0925
H 6.5120 3.3273 0.8967
H 7.7840 1.0527 2.4499
H 8.8485 2.2370 1.8629
H 7.4643 2.6193 2.9324
H 4.7453 2.5671 -0.5912
H 4.1731 2.8457 1.0113
H 3.1412 0.4777 0.9322
H 3.5781 0.3695 -0.7350
H 2.4318 1.6339 -0.2924
C -5.1791 -4.0357 -5.1975
Cl -5.3022 -3.0935 -6.6997
Cl -3.6759 -4.9590 -5.2142
Cl -5.2305 -2.8860 -3.8765
Cl -6.5462 -5.1678 -5.2036
N 5.0286 -4.1174 1.9805
C 4.1529 -3.0690 1.8394
C 3.6502 -3.0640 0.5614
C 4.2309 -4.2214 -0.0655
C 5.0335 -4.8526 0.8308
H 5.4231 -4.4806 2.8277
H 4.1119 -2.4395 2.7161
H 2.9165 -2.3739 0.1809
H 4.0710 -4.4378 -1.1114
H 5.6273 -5.7510 0.7843
N -0.2963 1.9404 4.7105
C -0.7449 0.6991 5.0667
C -2.1045 0.6296 4.7542
C -2.4317 1.8748 4.1256
C -1.3200 2.6783 4.2105
H 0.6553 2.2626 4.6962
H -0.0628 -0.0433 5.4448
H -2.7887 -0.1656 4.9950
H -3.3501 2.1901 3.6568
H -1.1747 3.6628 3.7960
N -2.5158 3.4803 -4.9773
C -3.3368 4.4961 -4.5020
C -3.7640 5.1648 -5.6074
C -3.3654 4.4726 -6.7647
C -2.6472 3.4031 -6.3214
H -1.9441 2.8679 -4.4118
H -3.3631 4.6298 -3.4375
H -4.3940 6.0444 -5.6062
H -3.5918 4.6871 -7.7966
H -2.0825 2.6756 -6.8869
N 1.4799 -6.1069 -0.7422
C 0.6979 -7.2191 -0.9536
C -0.4186 -6.8224 -1.6669
C -0.3409 -5.4472 -1.8395
C 0.8372 -5.0267 -1.2924
H 2.3074 -6.0855 -0.1762
H 1.0612 -8.1704 -0.5998
H -1.2009 -7.4023 -2.1324
H -1.0553 -4.7870 -2.3057
H 1.2273 -4.0274 -1.1688
N -1.8180 4.9842 0.4798
C -1.9100 5.4027 1.7607
C -3.2274 5.3322 2.1681
C -3.9745 5.1374 0.9810
C -3.0523 4.8221 -0.0274
H -0.9225 4.8473 -0.0260
H -0.9953 5.5931 2.3074
H -3.5044 5.6263 3.1693
H -5.0378 4.9854 0.8646
H -3.1310 4.5708 -1.0745
N 1.2992 -0.1140 -2.7107
C 1.6015 -1.2847 -2.0398
C 2.8275 -1.6471 -2.5443
C 3.1766 -0.8352 -3.6164
C 2.1990 0.1516 -3.7086
H 0.5293 0.4830 -2.4450
H 0.9170 -1.6495 -1.2928
H 3.4021 -2.5094 -2.2349
H 3.9835 -1.0496 -4.2978
H 1.9353 0.9121 -4.4237
N 1.6171 4.6974 1.6006
C 1.5931 5.9887 2.0651
C 1.7668 5.8581 3.4329
C 1.8091 4.5023 3.7932
C 1.8139 3.7990 2.5924
H 1.4159 4.4353 0.6440
H 1.4204 6.8506 1.4482
H 1.6546 6.7220 4.0749
H 1.9600 4.2466 4.8307
H 1.9109 2.7636 2.3086
```

Atomic partial charges in e from the Mulliken method, atoms 1 to 99: number 1, C, carries -0.754; number 2, O, carries 0.748; number 3, C, carries -0.417; number 4, C, carries 1.397; number 5, N, carries 2.738; number 6, H, carries -1.329; number 7, H, carries -0.305; number 8, C, carries 0.643; number 9, C, carries -0.602; number 10, O, carries 0.125; number 11, C, carries -0.647; number 12, H, carries 0.060; number 13, H, carries 0.016; number 14, H, carries 0.270; number 15, H, carries 0.408; number 16, H, carries -0.582; number 17, H, carries -0.753; number 18, H, carries -0.435; number 19, H, carries 0.224; number 20, H, carries -0.927; number 21, H, carries 0.053; number 22, H, carries 0.603; number 23, H, carries 0.136; number 24, H, carries 0.199; number 25, H, carries 0.133; number 26, S, carries 0.990; number 27, O, carries -0.852; number 28, O, carries -0.933; number 29, O, carries -0.769; number 30, O, carries -0.566; number 31, C, carries -0.846; number 32, C, carries -1.126; number 33, N, carries 0.236; number 34, C, carries 1.680; number 35, C, carries -0.553; number 36, C, carries -0.469; number 37, C, carries -1.228; number 38, H, carries 0.185; number 39, H, carries 0.581; number 40, H, carries 0.160; number 41, H, carries 0.515; number 42, H, carries 0.419; number 43, H, carries -1.606; number 44, H, carries -0.234; number 45, H, carries 0.327; number 46, H, carries -0.294; number 47, H, carries 0.376; number 48, H, carries 0.359; number 49, H, carries 0.461; number 50, H, carries 0.219; number 51, H, carries 0.491; number 52, H, carries 0.282; number 53, C, carries -1.111; number 54, C, carries -0.609; number 55, N, carries 0.173; number 56, C, carries -0.575; number 57, C, carries -1.190; number 58, C, carries -0.612; number 59, C, carries -0.071; number 60, H, carries 0.444; number 61, H, carries 0.326; number 62, H, carries 0.080; number 63, H, carries 0.300; number 64, H, carries 0.380; number 65, H, carries 0.302; number 66, H, carries 0.476; number 67, H, carries 0.308; number 68, H, carries 0.367; number 69, H, carries 0.321; number 70, H, carries 0.254; number 71, H, carries 0.333; number 72, H, carries 0.028; number 73, H, carries 0.089; number 74, H, carries -0.052; number 75, C, carries 0.347; number 76, Cl, carries -0.117; number 77, Cl, carries -0.101; number 78, Cl, carries -0.044; number 79, Cl, carries -0.113; number 80, N, carries -0.038; number 81, C, carries -1.103; number 82, C, carries 1.241; number 83, C, carries -1.322; number 84, C, carries -0.759; number 85, H, carries 0.224; number 86, H, carries 0.537; number 87, H, carries 0.277; number 88, H, carries 0.571; number 89, H, carries 0.439; number 90, N, carries 0.177; number 91, C, carries -1.259; number 92, C, carries -0.604; number 93, C, carries -0.239; number 94, C, carries -0.607; number 95, H, carries 0.239; number 96, H, carries 0.392; number 97, H, carries 0.895; number 98, H, carries 0.526; number 99, H, carries 0.520